No. 1
{
  "formula": "ClH2O",
  "method": "wB97M-V/def2-TZVPD",
  "charge": -1,
  "elements": ["O", "H", "H", "Cl"],
  "positions_angstrom": [[-0.073, -0.844, -0.121], [0.276, 0.041, 0.130], [-1.040, -0.788, 0.055], [0.837, 1.590, -0.064]],
  "atomic_forces_ev_per_a": [[-2.1, -2.6, 0.2], [0.0, 0.1, -0.1], [1.1, 0.0, -0.2], [0.9, 2.5, 0.1]],
  "nbo_charge": [-1.014, 0.441, 0.430, -0.857]
}


No. 2
{
  "formula": "C5H34N2O11",
  "method": "wB97M-V/def2-TZVPD",
  "smiles": "NCCNCCCO.O.O.O.O.O.O.O.O.O.O",
  "elements": ["C", "N", "C", "C", "C", "O", "C", "N", "H", "H", "H", "H", "H", "H", "H", "H", "H", "H", "H", "H", "H", "H", "H", "H", "O", "H", "H", "O", "H", "H", "O", "H", "H", "O", "H", "H", "O", "H", "H", "O", "H", "H", "O", "H", "H", "O", "H", "H", "O", "H", "H", "O"],
  "positions_angstrom": [[1.742, -0.971, 2.041], [2.319, -0.335, 0.859], [1.626, -0.673, -0.383], [2.143, 0.156, -1.563], [1.084, 0.372, -2.630], [-0.047, 1.088, -2.089], [0.411, -0.344, 2.464], [0.427, 1.101, 2.618], [2.457, -0.855, 2.853], [1.585, -2.043, 1.906], [3.292, -0.571, 0.793], [0.561, -0.530, -0.238], [1.731, -1.729, -0.627], [3.044, -0.281, -2.011], [2.469, 1.132, -1.207], [0.679, -0.572, -3.009], [1.484, 0.948, -3.468], [0.085, -0.804, 3.397], [-0.372, -0.575, 1.747], [1.081, 1.407, 3.335], [0.779, 1.533, 1.784], [0.274, 1.642, -1.334], [0.183, 3.652, -1.081], [-0.129, 3.098, 0.350], [0.528, 3.065, -0.390], [-0.268, -3.860, 0.733], [0.115, -5.062, -0.123], [0.144, -4.109, -0.130], [-1.866, -4.085, 2.493], [-1.864, -2.765, 1.796], [-1.235, -3.466, 2.102], [-1.332, 0.045, -1.588], [-1.926, -1.385, -1.734], [-2.142, -0.482, -1.414], [-2.606, -1.327, 0.181], [-3.050, -0.774, 1.534], [-2.874, -1.615, 1.086], [2.308, 3.203, 0.000], [3.208, 2.043, 0.496], [3.222, 2.995, 0.236], [-1.542, 3.801, -2.950], [-0.426, 2.690, -2.849], [-0.577, 3.641, -2.905], [-0.619, 2.395, 2.176], [-1.872, 2.201, 1.286], [-1.223, 2.873, 1.574], [-4.095, 1.549, 0.145], [-2.899, 0.655, -0.289], [-3.250, 1.233, 0.425], [-0.712, -3.062, -2.900], [-0.783, -3.318, -1.364], [-1.269, -2.923, -2.135]],
  "atomic_forces_ev_per_a": [[0.0, 0.2, 0.0], [-0.6, 0.3, 0.0], [0.6, -0.1, -0.2], [0.0, 0.1, 0.0], [-0.3, 0.0, 0.1], [0.5, -0.3, 0.1], [0.0, -0.1, 0.0], [0.5, 0.2, 0.8], [0.1, 0.1, 0.1], [-0.1, -0.3, -0.1], [0.4, -0.1, -0.1], [-0.2, 0.3, 0.0], [0.0, -0.4, 0.0], [-0.2, -0.1, 0.0], [-0.1, 0.1, 0.0], [0.1, 0.0, 0.0], [0.1, -0.1, 0.0], [0.1, 0.0, 0.0], [-0.1, -0.1, -0.2], [-0.1, -0.3, 0.1], [0.6, -0.2, -0.7], [-0.1, 0.1, -0.1], [0.0, 0.1, -0.1], [-0.2, 0.1, 0.0], [0.1, 0.0, 0.0], [0.0, -0.1, -0.1], [0.0, -0.5, -0.1], [0.0, 0.5, 0.3], [0.4, -0.2, 0.1], [0.4, 0.2, -0.2], [-0.7, 0.1, 0.2], [-0.1, 0.1, -0.1], [0.0, 0.0, -0.2], [0.0, 0.0, 0.2], [-0.1, -0.1, 0.5], [-0.1, -0.1, -0.1], [0.1, 0.3, -0.4], [-0.3, -0.1, 0.0], [-0.2, 1.1, -0.2], [0.6, -1.1, 0.4], [0.9, -0.4, 0.0], [-0.4, -0.5, -0.1], [-0.7, 1.0, -0.1], [-0.7, -0.2, 0.3], [0.0, 0.3, 0.1], [-0.3, 0.3, -0.3], [-0.8, 0.3, -0.3], [-0.4, 0.2, 0.1], [1.1, -0.6, 0.2], [0.1, 0.0, -0.2], [-0.1, 0.0, -0.5], [0.0, -0.1, 0.5]],
  "nbo_charge": [-0.235, -0.647, -0.235, -0.456, -0.055, -0.812, -0.228, -0.852, 0.193, 0.181, 0.364, 0.191, 0.182, 0.214, 0.231, 0.172, 0.184, 0.207, 0.188, 0.366, 0.368, 0.518, 0.513, 0.513, -1.029, 0.513, 0.477, -0.988, 0.477, 0.512, -0.992, 0.508, 0.519, -1.045, 0.505, 0.499, -0.988, 0.495, 0.467, -0.979, 0.478, 0.496, -0.980, 0.491, 0.503, -0.997, 0.484, 0.509, -1.000, 0.479, 0.514, -0.993]
}


One value per record, in order, for relative energy (zero: lowest compared OMol25 entry of this formula, charge and spin): 52.4; 1.2 kJ/mol.